(1)
The following is a DFT calculation (ωB97M-V/def2-TZVPD) of the ion C6H9N4 with charge +1 at a distorted geometry.

energy relative to the best compared isomer or geometry (same formula, charge and spin) = 162.3 kcal per mole
E_tot = -452.589741 Eh
charge = +1
lowest unoccupied orbital energy (alpha / beta) = -4.6 / -4.7 eV
frontier orbital gap (alpha / beta) = 7.385 / 7.032 eV

The geometry in XYZ format:
```
19
Properties=species:S:1:pos:R:3:forces:R:3:mulliken_charge:R:1
C 0.9735 -1.3790 -0.3229 1.6 -2.8 0.8 -0.47
C 1.5560 -0.1507 -0.1955 1.8 0.3 -1.2 0.76
C -1.1259 -0.3854 -0.0710 1.9 1.8 0.9 0.39
C -3.4832 -0.1130 0.4077 1.3 1.0 -1.5 -0.78
C 3.0889 -0.0780 -0.1559 -2.6 1.6 0.7 -0.44
C -2.3809 0.1739 -0.3415 -0.3 -1.8 1.0 -0.20
N 3.5397 -1.0945 0.3829 3.0 -1.1 0.6 -0.45
N 0.7071 0.8222 -0.3779 -4.3 0.7 0.0 -0.10
N -0.3872 -1.4015 -0.2713 -0.5 -2.3 -1.8 -0.05
N 0.6550 2.0881 0.0010 0.6 -2.0 -0.5 -0.43
H 1.5266 -2.3883 -0.3589 -1.0 2.0 0.0 0.35
H -4.4318 0.1923 0.0849 -1.1 0.6 -0.6 0.30
H -3.5142 -0.6366 1.3187 0.6 -0.7 0.9 0.31
H 3.6101 0.8635 -0.3858 -0.1 -0.4 -0.3 0.36
H -2.2699 0.6675 -1.2807 -1.0 0.8 -0.6 0.36
H 4.5740 -1.0030 0.4774 -0.7 -0.4 0.0 0.27
H -0.7454 -2.2797 -0.7413 -0.1 1.1 0.8 0.35
H -0.0212 2.6458 -0.4856 0.3 0.4 0.0 0.26
H 1.4537 2.3909 0.4833 0.7 1.3 0.8 0.23
```
Positions in Å, forces in eV/Å.


(2)
The following is a DFT calculation (ωB97M-V/def2-TZVPD) of a cluster of 3 separate species, C23H47F3O3S in total at a distorted geometry.

E_tot = -1827.965972 Eh
lowest unoccupied orbital energy = 0.6 eV
frontier orbital gap = 8.037 eV

The geometry in XYZ format:
```
77
Properties=species:S:1:pos:R:3:forces:R:3:mulliken_charge:R:1
C 0.7276 -0.8093 -0.6566 0.2 0.5 -1.3 -0.83
C -0.1752 -1.6159 -1.5472 -0.6 0.2 -0.4 0.23
C 0.3956 -2.8340 -2.2353 -0.3 -0.1 1.7 -1.42
C -1.4988 -1.3398 -1.7486 0.7 -0.9 0.3 -0.02
C -2.5541 -2.3753 -1.3796 -0.2 0.5 -1.4 -0.99
C -3.6815 -1.6666 -0.5804 0.3 -0.4 -0.5 -0.63
C -4.9952 -1.6824 -1.3651 -0.7 0.1 0.3 0.14
C -6.2192 -1.3479 -0.4734 0.9 -0.1 0.2 -1.52
C -4.9985 -0.8872 -2.6716 0.4 0.1 0.4 -1.14
C -4.8836 0.6519 -2.5833 -0.6 -0.4 -0.8 -0.62
O -4.7936 1.1656 -1.2398 0.9 0.2 0.0 -0.17
S -4.2790 2.6992 -1.1920 -0.8 0.0 -0.4 0.50
O -4.2366 3.0036 0.2022 0.1 0.1 0.3 -0.46
O -2.6836 2.5234 -1.7655 0.0 -0.2 0.8 -0.34
C -1.6747 2.4306 -0.8432 0.7 0.1 -0.5 0.74
F -1.4506 3.6049 -0.2241 -0.3 -0.7 -0.1 -0.27
F -0.5527 2.1273 -1.5282 -0.4 0.1 0.3 -0.26
F -1.8803 1.4675 0.0613 0.0 0.5 -0.1 -0.05
H 1.5224 -0.2769 -1.1841 0.2 0.1 0.1 0.03
H 0.1264 -0.1353 -0.0677 0.1 0.4 0.1 -0.09
H 1.2058 -1.5184 0.0178 0.0 -0.1 0.1 0.52
H 1.2909 -3.1778 -1.7185 0.1 -0.3 -0.2 0.37
H -0.3607 -3.6149 -2.2482 0.1 -0.3 -0.3 0.42
H 0.6381 -2.5317 -3.2470 0.1 -0.1 -0.2 0.32
H -1.8434 -0.3912 -2.1424 -0.1 0.7 1.3 0.45
H -3.0041 -2.8210 -2.2704 -0.2 -0.3 0.1 0.54
H -2.0981 -3.1577 -0.7873 0.1 -0.2 0.0 0.43
H -3.8590 -2.1813 0.3611 0.0 -0.1 0.1 0.42
H -3.3508 -0.6667 -0.3255 -0.1 0.3 0.1 0.19
H -5.1305 -2.7238 -1.6530 0.1 -0.1 -0.3 0.68
H -6.8544 -0.5844 -0.9056 -0.2 0.0 0.0 0.32
H -6.7740 -2.2563 -0.2687 -0.4 0.0 -0.1 0.40
H -5.8497 -1.0010 0.4878 -0.2 0.3 0.1 0.34
H -4.1914 -1.2690 -3.2927 0.2 0.1 -0.1 0.39
H -5.9127 -1.0969 -3.2180 -0.2 -0.2 0.0 0.47
H -5.7787 1.0737 -3.0360 -0.2 0.2 0.1 0.48
H -4.0640 0.9886 -3.2124 0.4 0.1 0.3 0.44
C -1.3330 -0.2488 2.9850 0.0 -0.1 0.0 -0.76
C -1.3439 -0.7725 4.4177 -0.1 0.1 0.0 -0.58
C -0.7174 0.1945 5.4203 0.0 0.0 0.1 -0.81
C 0.7625 0.5005 5.1817 0.0 0.0 -0.1 -0.71
C 1.6798 -0.7211 5.1696 0.0 0.0 0.1 -0.30
C 1.7031 -1.4759 6.4957 0.0 -0.1 -0.1 -1.23
H -0.3155 -0.0923 2.6221 0.0 0.0 0.0 0.16
H -1.8148 -0.9597 2.3108 0.0 0.0 0.0 0.23
H -1.8700 0.6991 2.9118 0.0 0.0 0.0 0.33
H -0.8387 -1.7416 4.4586 0.0 0.0 0.0 0.30
H -2.3790 -0.9568 4.7171 0.0 0.0 0.0 0.38
H -0.8485 -0.2064 6.4293 0.0 0.0 0.0 0.34
H -1.2721 1.1377 5.3996 0.0 0.0 0.0 0.36
H 1.1026 1.1928 5.9582 0.0 0.0 0.0 0.41
H 0.8753 1.0357 4.2347 0.0 0.0 0.0 0.31
H 2.6948 -0.3882 4.9374 0.0 0.0 0.0 0.38
H 1.3917 -1.4034 4.3651 0.0 0.0 0.0 0.21
H 2.0281 -0.8232 7.3085 0.0 0.0 0.0 0.29
H 2.3940 -2.3186 6.4466 0.0 0.0 0.0 0.38
H 0.7201 -1.8739 6.7514 0.0 0.0 0.0 0.29
C 3.7941 3.5421 -1.6951 -0.1 -0.1 -0.1 -1.36
C 3.9125 2.0485 -1.4077 0.0 0.1 0.1 0.06
C 5.3547 1.5677 -1.2614 0.0 -0.1 0.0 -0.84
C 6.2200 1.7358 -2.5114 0.0 0.1 0.0 -0.73
C 5.6843 1.0408 -3.7620 0.1 -0.1 0.0 -0.33
C 5.5881 -0.4757 -3.6194 -0.1 0.1 -0.1 -1.12
H 4.2699 3.8112 -2.6393 0.0 0.0 0.0 0.31
H 2.7463 3.8385 -1.7614 0.0 0.0 0.0 0.36
H 4.2593 4.1289 -0.9004 0.0 0.0 0.0 0.32
H 3.4014 1.4825 -2.1918 0.0 0.0 0.0 0.09
H 3.3803 1.8283 -0.4782 0.0 0.0 0.0 0.36
H 5.3488 0.5158 -0.9620 0.0 0.0 0.0 0.31
H 5.8290 2.1097 -0.4372 0.0 0.0 0.0 0.39
H 7.2221 1.3533 -2.2933 0.0 0.0 0.0 0.39
H 6.3474 2.8004 -2.7263 0.0 0.0 0.0 0.31
H 6.3493 1.2733 -4.5978 0.0 0.0 0.0 0.35
H 4.7049 1.4457 -4.0305 0.0 0.0 0.0 0.24
H 6.5646 -0.9074 -3.3910 0.0 0.0 0.0 0.30
H 5.2311 -0.9272 -4.5461 0.0 0.0 0.0 0.37
H 4.8950 -0.7638 -2.8274 0.0 0.0 0.0 0.21
```
Positions in Å, forces in eV/Å.


(3)
The following is a DFT calculation (ωB97M-V/def2-TZVPD) of a structure of composition C6H10O at a distorted geometry.

energy relative to the best compared isomer or geometry (same formula, charge and spin) = 100.9 kcal per mole
E_tot = -309.681626 Eh
lowest unoccupied orbital energy = 0.4 eV
frontier orbital gap = 8.659 eV

The geometry in XYZ format:
```
17
Properties=species:S:1:pos:R:3:forces:R:3:mulliken_charge:R:1
O 1.7102 -0.5716 1.5736 -0.3 0.4 0.1 -0.51
C 1.0257 0.4244 1.6499 0.2 -0.2 0.1 -0.03
C -0.4810 0.4169 1.5155 0.0 0.0 0.2 -0.59
C -0.9105 -0.6928 0.5735 0.2 0.1 -0.1 -0.57
C -0.7387 -0.1742 -0.8503 0.7 0.6 0.0 0.15
C 0.9088 0.9682 -1.0351 -1.1 -1.2 -0.5 -0.79
C -0.1741 -0.9324 -1.8656 0.5 0.5 0.0 -0.85
H 1.4748 1.4058 1.8976 0.0 -0.1 0.0 0.39
H -0.9116 0.3066 2.5172 0.1 -0.1 0.0 0.39
H -0.8009 1.3843 1.1149 0.1 -0.1 0.2 0.31
H -1.9546 -0.9865 0.7753 0.3 0.2 -0.4 0.31
H -0.2991 -1.5859 0.7486 0.0 0.2 -0.1 0.33
H -1.5389 0.5088 -1.1473 0.5 0.2 0.0 0.33
H 0.9281 1.7192 -1.8646 -0.8 -0.9 0.1 0.26
H 1.9012 0.4770 -1.0841 -0.7 -0.5 0.3 0.31
H -0.4648 -0.7974 -2.9015 0.2 0.2 0.1 0.28
H 0.3253 -1.8705 -1.6176 0.2 0.4 0.0 0.28
```
Positions in Å, forces in eV/Å.


(4)
The following is a DFT calculation (ωB97M-V/def2-TZVPD) of a cluster of 2 separate species, C3H9NO2 in total at a distorted geometry.

energy relative to the best compared isomer or geometry (same formula, charge and spin) = 42.9 kcal per mole
E_tot = -324.904210 Eh
lowest unoccupied orbital energy = 0.9 eV
SMILES = CC=O.NCO
frontier orbital gap = 10.450 eV

The geometry in XYZ format:
```
15
Properties=species:S:1:pos:R:3:forces:R:3:mulliken_charge:R:1
C -1.1590 -1.5464 0.3421 0.1 0.1 -1.5 -0.87
C -0.0339 -2.0922 -0.5069 0.0 -0.1 0.6 0.10
O 0.1220 -1.7936 -1.6645 0.1 0.1 0.1 -0.49
H -1.6815 -0.8974 -0.3579 -0.2 0.4 0.3 0.28
H -1.8377 -2.3664 0.5345 -0.1 -0.3 0.6 0.35
H -0.8344 -0.9783 1.2096 0.0 -0.3 0.1 0.29
H 0.6561 -2.8186 -0.0241 -0.1 0.1 -0.1 0.35
N 0.6366 1.2136 0.9938 -0.5 -0.7 -0.1 -0.42
C 0.6021 2.0250 -0.1829 -0.5 0.2 -0.7 -0.28
O -0.1189 1.4495 -1.2790 0.1 -0.2 0.6 -0.47
H 0.6799 1.6636 1.8920 0.1 0.2 -0.1 0.19
H 1.2655 0.4293 0.9245 0.3 0.2 0.2 0.19
H 1.5950 2.2776 -0.5471 0.3 0.2 -0.1 0.27
H 0.0245 2.9255 0.0097 0.3 0.2 0.3 0.28
H 0.0837 0.5088 -1.3438 0.1 0.0 -0.2 0.23
```
Positions in Å, forces in eV/Å.


(5)
The following is a DFT calculation (ωB97M-V/def2-TZVPD) of a structure of composition C27H45BaBrN2O2P2 at a distorted geometry.

energy relative to the best compared isomer or geometry (same formula, charge and spin) = 53.3 kcal per mole
E_tot = -4597.466125 Eh
charge = +2
lowest unoccupied orbital energy (alpha / beta) = -6.5 / -6.5 eV
frontier orbital gap (alpha / beta) = 5.386 / 5.387 eV

The geometry in XYZ format:
```
80
Properties=species:S:1:pos:R:3:forces:R:3:mulliken_charge:R:1
N 2.9401 -3.5555 -6.1403 0.2 -0.2 -0.2 -0.55
C 3.8497 -3.4746 -5.1699 -0.3 0.1 0.5 -0.37
C 3.4988 -3.3735 -3.8183 -0.2 0.0 -0.3 -0.56
C 2.1287 -3.3536 -3.4568 0.9 1.0 -1.1 0.09
C 1.1831 -3.4016 -4.5157 0.5 -0.2 0.1 -0.27
C 1.6446 -3.5435 -5.8303 0.2 0.3 0.7 -0.41
C 1.7318 -3.3696 -2.0603 -1.4 -0.7 -0.2 0.83
Ba 1.7177 -2.7773 0.6432 0.8 0.3 1.4 1.87
P -1.1319 -1.6607 3.9434 -1.7 0.3 2.0 -0.19
C 0.4437 -2.9936 -1.6272 0.6 -0.4 -1.6 -1.82
C -0.1147 -1.6645 -1.8226 -0.7 -0.2 -0.3 1.35
C -1.4912 -1.4168 -1.5566 0.0 0.4 -0.1 -0.97
C -1.9533 -0.1200 -1.4397 0.2 0.0 0.1 -0.93
C -0.9987 0.9538 -1.2951 -0.4 0.0 -2.3 0.30
C 0.2325 0.7337 -1.9877 -0.2 0.0 0.3 -1.44
C 0.6622 -0.5548 -2.2249 0.0 0.0 -0.1 -0.44
Br -0.7641 0.8014 1.1094 1.3 -0.5 0.9 -0.30
H 2.4757 -3.9067 -1.4129 -0.9 -0.5 -0.8 0.36
H -0.2331 -3.7351 -1.1426 0.7 0.6 0.6 0.51
H 4.2968 -3.2954 -3.0721 -0.4 -0.1 -0.2 0.33
H 0.1100 -3.3733 -4.3377 0.2 -0.1 0.1 0.38
H 4.9027 -3.4875 -5.4735 -0.4 0.0 0.1 0.36
H 0.9454 -3.6412 -6.6618 0.1 0.1 0.2 0.39
H -2.1679 -2.2751 -1.4662 0.1 0.5 -0.1 0.57
H 1.5894 -0.7486 -2.7549 0.1 0.2 0.3 0.50
H -3.0188 0.0808 -1.3564 0.3 -0.2 0.3 0.19
H 0.8388 1.5870 -2.2911 0.0 -0.2 0.2 0.58
P -1.5701 2.6999 -1.0230 0.0 -0.8 0.5 1.12
C 0.1489 -2.5887 3.0705 0.3 -0.2 -0.4 0.40
C 0.3613 -3.9653 3.7240 0.2 -0.4 -0.1 -1.43
H 1.0804 -1.9794 3.1010 -0.4 -0.2 -0.2 0.43
H -0.2853 -2.7098 2.0468 0.3 0.2 0.5 -0.31
H 1.3486 -4.3991 3.4869 -0.2 0.0 0.0 0.31
H 0.2975 -3.9045 4.8195 0.1 0.1 -0.4 0.40
H -0.4082 -4.6840 3.4074 0.2 0.2 0.1 0.38
C -2.4811 -1.5615 2.6958 0.4 0.3 -0.7 0.54
C -3.7733 -0.9525 3.2355 -0.2 -0.1 0.0 -1.39
H -2.6485 -2.5812 2.3176 -0.1 0.2 0.1 0.41
H -2.0930 -0.9276 1.8668 -0.6 -0.8 0.4 -0.65
H -4.5652 -1.0398 2.4814 0.1 0.0 0.2 0.39
H -4.1207 -1.4606 4.1430 0.1 0.1 -0.2 0.42
H -3.6630 0.1149 3.4647 0.1 -0.2 0.0 0.26
C -0.6147 0.1039 4.1164 0.2 0.1 -0.2 0.33
C -0.4279 0.5938 5.5483 0.0 0.0 0.1 -1.51
H -1.4054 0.6970 3.6366 0.3 -0.1 0.1 0.09
H 0.3097 0.2543 3.5418 -0.3 0.2 0.1 0.03
H -0.2242 1.6710 5.5337 0.0 -0.2 0.1 0.38
H -1.3257 0.4326 6.1548 0.2 0.0 -0.1 0.35
H 0.4192 0.1022 6.0362 -0.2 0.0 0.0 0.34
C -0.3140 3.6439 -0.0927 0.9 -0.3 0.4 -0.21
C -0.7743 4.8827 0.6830 -0.1 0.3 -0.2 -1.46
H 0.5077 3.9072 -0.7806 -0.4 -0.1 0.1 0.53
H 0.1207 2.9179 0.6233 -0.3 0.5 -0.6 0.08
H -0.9993 5.7263 0.0176 0.0 -0.2 0.2 0.35
H -1.6550 4.6829 1.3022 0.2 0.0 -0.1 0.31
H 0.0359 5.2092 1.3537 -0.3 -0.2 -0.3 0.41
C -3.1349 2.5312 -0.1179 -0.3 -0.1 0.5 -0.26
C -4.4161 2.4105 -0.9506 -0.2 0.3 -0.2 -1.46
H -3.1922 3.3936 0.5608 -0.1 -0.2 -0.2 0.45
H -3.0330 1.6491 0.5353 0.1 0.5 -0.3 0.07
H -4.7149 3.3879 -1.3545 0.0 -0.4 0.0 0.38
H -4.3223 1.7013 -1.7849 0.0 0.2 0.2 0.34
H -5.2316 2.0521 -0.3043 0.3 0.2 -0.2 0.41
C -1.9049 3.5881 -2.5530 -0.3 0.1 -0.3 -0.42
C -0.6964 4.1553 -3.2979 0.2 0.0 -0.3 -1.21
H -2.5749 4.4142 -2.2660 0.1 -0.2 0.0 0.50
H -2.4842 2.9107 -3.1963 0.0 0.2 0.1 0.41
H -0.1564 3.3831 -3.8601 -0.1 0.1 0.2 0.29
H -1.0459 4.9000 -4.0236 0.1 -0.2 0.2 0.40
H 0.0100 4.6564 -2.6256 -0.2 -0.1 -0.2 0.32
N 4.8966 0.9736 1.9737 0.6 0.6 0.1 -0.23
C 4.1193 0.9746 0.6944 0.4 0.5 0.0 -0.64
C 3.4594 -0.3682 0.6252 -1.2 -2.1 -0.5 1.13
O 2.9061 -0.7623 -0.4453 1.1 0.9 1.4 -0.75
O 3.4808 -1.0565 1.7137 -0.1 0.7 -1.0 -1.01
H 4.9226 1.9014 2.4092 -0.1 -0.3 0.1 0.36
H 5.8766 0.7204 1.7910 -0.3 -0.1 0.2 0.36
H 4.4585 0.2453 2.5888 0.1 0.2 -0.3 0.30
H 3.3760 1.7731 0.7353 0.0 -0.2 -0.1 0.18
H 4.8029 1.1451 -0.1414 -0.2 0.0 0.1 0.37
```
Positions in Å, forces in eV/Å.


Question: What is the formula in the second record?
Answer: C23H47F3O3S